The following is a DFT calculation (ωB97M-V with the def2-TZVPD basis set) of a cluster of 2 separate species, CH7N4O in total.

Positions of all 13 atoms, in Å:
C -1.16008 1.06269 0.74396
N -0.71079 2.03170 0.09114
N 1.04814 -0.96094 0.99829
N 0.68896 -0.18717 0.03943
N 0.18160 -1.10654 -1.31037
O -1.68675 0.68406 1.70426
H 0.21187 2.01217 -0.39073
H -1.21495 2.97844 0.11338
H 0.38799 -1.31730 1.71366
H 2.04677 -1.29545 1.01284
H -0.79469 -1.04497 -1.12007
H 0.24529 -0.82046 -2.22132
H 0.75663 -2.03623 -1.37448

Charge: +1
Highest occupied orbital energy, eV: -13.03
Calculated total energy, Ha: -336.159908
Molar mass, g/mol: 91.094